Entry 1:
Below is a cluster of 2 separate species, C5H10 in total at a distorted geometry, with properties calculated with ωB97M-V/def2-TZVPD.

The geometry in ORCA input format:
```
! RIJCOSX wB97M-V def2-TZVPD def2/J DEFGRID3
* xyz 0 1
C 1.394 -1.471 0.641
C 0.460 -0.877 1.374
C 0.586 0.528 1.921
H 1.301 -2.441 0.176
H 2.318 -0.942 0.452
H -0.378 -1.442 1.784
H -0.344 1.054 2.070
H 1.143 0.456 2.864
H 1.253 1.079 1.262
C -0.846 1.332 -2.130
C -1.651 0.301 -1.892
H -0.802 1.818 -3.093
H -0.361 1.832 -1.302
H -1.864 -0.538 -2.548
H -1.954 0.037 -0.876
*
```

Calculated values
**Lowest unoccupied orbital energy**: 0.0447 Eh
**Energy relative to the best compared isomer or geometry (same formula, charge and spin)**: 231.2 kJ/mol

Mulliken atomic charge list, values in e, 2 entries: -0.720 0.113

Entry 2:
Below is a structure of composition C28H25IrN2O2Si at a distorted geometry, with properties calculated with ωB97M-V/def2-TZVPD.

The geometry in ORCA input format:
```
! RIJCOSX wB97M-V def2-TZVPD def2/J DEFGRID3
* xyz 1 2
Ir -0.054 0.913 0.810
O 1.945 1.620 0.461
C 2.510 2.533 -0.214
C 3.932 2.532 -0.323
C 4.594 3.454 -1.084
C 3.894 4.451 -1.772
C 2.524 4.525 -1.649
C 1.804 3.597 -0.883
C 0.399 3.794 -0.711
N -0.418 3.025 -0.091
C -1.779 3.455 0.117
C -2.717 2.257 -0.008
N -2.292 1.245 0.928
C -3.146 0.394 1.387
C -2.889 -0.579 2.399
C -3.935 -1.418 2.803
C -3.801 -2.279 3.870
C -2.606 -2.306 4.592
C -1.547 -1.524 4.219
C -1.622 -0.647 3.095
O -0.588 0.004 2.756
H 4.456 1.756 0.210
H 5.671 3.429 -1.143
H 4.423 5.172 -2.376
H 1.985 5.318 -2.150
H 0.014 4.731 -1.126
H -2.078 4.237 -0.591
H -1.849 3.847 1.138
H -2.671 1.869 -1.034
H -3.746 2.573 0.190
H -4.173 0.416 1.010
H -4.867 -1.391 2.258
H -4.618 -2.911 4.174
H -2.514 -2.959 5.444
H -0.613 -1.556 4.758
C -2.200 -2.584 -4.210
C -1.190 -1.635 -4.254
C -0.546 -1.253 -3.091
C -0.898 -1.818 -1.867
C -1.909 -2.779 -1.845
C -2.554 -3.165 -3.003
Si -0.136 -1.339 -0.197
C 1.714 -1.784 0.065
C 2.000 -2.683 1.087
C 3.292 -3.128 1.296
C 4.322 -2.634 0.510
C 4.050 -1.718 -0.495
C 2.753 -1.285 -0.713
H -2.718 -2.862 -5.115
H -0.920 -1.187 -5.199
H 0.239 -0.512 -3.139
H -2.182 -3.236 -0.906
H -3.338 -3.909 -2.963
H -0.854 -2.303 0.710
H 1.203 -3.060 1.708
H 3.492 -3.847 2.078
H 5.340 -2.949 0.687
H 4.856 -1.331 -1.103
H 2.559 -0.574 -1.503
*
```

Calculated values
**Lowest unoccupied orbital energy (alpha / beta)**: -0.1883 / -0.2035 Eh
**Energy relative to the best compared isomer or geometry (same formula, charge and spin)**: 41.0 kJ/mol

Mulliken atomic charge list, values in e, 2 entries: 1.821 -0.923

Entry 3:
Below is the ion N3O3 with charge -1 at a distorted geometry, with properties calculated with ωB97M-V/def2-TZVPD.

The geometry in ORCA input format:
```
! RIJCOSX wB97M-V def2-TZVPD def2/J DEFGRID3
* xyz -1 3
N -0.221 0.082 -0.434
N -1.383 -0.129 0.480
N 0.985 0.009 -0.030
O 1.499 -1.101 0.125
O -2.386 0.050 -0.162
O 1.588 1.086 0.041
*
```

Calculated values
**Lowest unoccupied orbital energy (alpha / beta)**: 0.1795 / 0.1192 Eh
**Energy relative to the best compared isomer or geometry (same formula, charge and spin)**: 146.4 kJ/mol

Mulliken atomic charge list, values in e, 2 entries: -0.353 0.003

Entry 4:
Below is a structure of composition C18H39As2N6O2Pd at a distorted geometry, with properties calculated with ωB97M-V/def2-TZVPD.

The geometry in ORCA input format:
```
! RIJCOSX wB97M-V def2-TZVPD def2/J DEFGRID3
* xyz 3 1
Pd -1.167 0.155 -0.656
C -5.238 0.611 0.103
As -3.644 -0.266 -0.638
C -4.111 -0.243 -2.547
C -3.837 -2.173 -0.256
C -5.009 -2.696 0.284
C -5.174 -4.067 0.401
C -4.173 -4.923 -0.026
C -2.988 -4.406 -0.525
C -2.802 -3.031 -0.627
As -1.088 -2.342 -1.284
C 0.222 -3.232 -0.126
C -0.863 -3.329 -2.975
H -6.121 0.154 -0.350
H -5.222 1.670 -0.168
H -5.288 0.515 1.189
H -5.099 -0.692 -2.687
H -3.384 -0.806 -3.140
H -4.134 0.788 -2.908
H -5.786 -2.029 0.633
H -6.090 -4.465 0.809
H -4.311 -5.993 0.039
H -2.201 -5.077 -0.851
H -0.050 -4.279 0.026
H 0.245 -2.725 0.842
H 1.213 -3.183 -0.583
H -0.944 -4.403 -2.781
H 0.111 -3.124 -3.428
H -1.648 -3.034 -3.677
N 1.288 0.364 -0.921
C 1.880 0.788 0.357
C 2.953 -0.170 0.896
C 4.223 -0.315 0.036
C 5.476 0.371 0.603
N 5.565 1.798 0.335
C 6.369 2.407 -0.538
N 7.088 1.728 -1.424
N 6.386 3.741 -0.585
C 0.777 0.881 1.456
O 1.014 1.693 2.374
O -0.251 0.183 1.367
H 1.529 -0.614 -1.103
H 1.643 0.919 -1.697
H 2.289 1.799 0.250
H 2.486 -1.152 1.008
H 3.223 0.170 1.897
H 4.038 0.032 -0.982
H 4.473 -1.375 -0.015
H 6.359 -0.122 0.197
H 5.500 0.231 1.684
H 5.081 2.395 0.990
H 7.133 0.721 -1.423
H 7.705 2.217 -2.053
H 5.940 4.307 0.118
H 6.994 4.218 -1.234
N -0.910 2.978 3.437
C -1.396 3.658 2.214
C -2.113 2.658 1.280
N -1.546 2.575 -0.077
H -0.560 3.654 4.123
H -0.058 2.298 3.114
H -1.644 2.421 3.882
H -0.516 4.071 1.712
H -2.046 4.491 2.486
H -3.175 2.904 1.192
H -2.040 1.656 1.728
H -0.557 2.827 -0.067
H -2.018 3.223 -0.707
*
```

Calculated values
**Lowest unoccupied orbital energy**: -0.3389 Eh
**Energy relative to the best compared isomer or geometry (same formula, charge and spin)**: 123.2 kJ/mol

Mulliken atomic charge list, values in e, 2 entries: -0.471 -1.290

Entry 5:
Below is a cluster of 2 separate species, C3H2O2 in total at a distorted geometry, with properties calculated with ωB97M-V/def2-TZVPD.

The geometry in ORCA input format:
```
! RIJCOSX wB97M-V def2-TZVPD def2/J DEFGRID3
* xyz 0 1
O 1.978 -0.374 1.155
C 1.492 -0.721 0.175
O 1.003 -1.151 -0.757
C -1.248 0.147 0.299
C -0.771 0.964 -0.580
H -1.857 -0.489 0.984
H -0.598 1.623 -1.276
*
```

Calculated values
**Lowest unoccupied orbital energy**: 0.0294 Eh
**Energy relative to the best compared isomer or geometry (same formula, charge and spin)**: 97.7 kJ/mol

Mulliken atomic charge list, values in e, 2 entries: -0.368 0.683

Entry 6:
Below is a structure of composition C5H12O2 at a distorted geometry, with properties calculated with ωB97M-V/def2-TZVPD.

The geometry in ORCA input format:
```
! RIJCOSX wB97M-V def2-TZVPD def2/J DEFGRID3
* xyz 0 1
C -2.404 1.006 -0.798
C -1.391 -0.117 -0.624
C -0.047 0.423 -0.111
O -0.106 0.924 1.159
C 1.032 -0.611 -0.123
C 2.422 -0.194 0.243
O 0.491 -1.416 1.414
H -2.457 1.585 0.128
H -2.103 1.683 -1.606
H -3.402 0.621 -1.034
H -1.760 -0.846 0.109
H -1.237 -0.656 -1.570
H 0.394 1.063 -0.931
H 0.093 -0.293 1.667
H 0.962 -1.286 -0.989
H 2.363 0.506 1.079
H 2.969 -1.099 0.510
H 2.967 0.282 -0.582
H 1.213 -1.574 2.057
*
```

Calculated values
**Lowest unoccupied orbital energy**: 0.0217 Eh
**Energy relative to the best compared isomer or geometry (same formula, charge and spin)**: 280.4 kJ/mol

Mulliken atomic charge list, values in e, 2 entries: -1.242 -0.304

Entry 7:
Below is a structure of composition C33H32N5P2STi at a distorted geometry, with properties calculated with ωB97M-V/def2-TZVPD.

The geometry in ORCA input format:
```
! RIJCOSX wB97M-V def2-TZVPD def2/J DEFGRID3
* xyz 2 2
Ti 0.349 0.923 -1.596
C 4.289 2.284 0.030
C 3.146 1.501 -0.451
N 1.947 1.993 -0.561
N 1.801 3.283 -0.122
C 0.762 3.876 -0.669
N 0.345 5.123 -0.370
S -0.388 3.144 -1.856
C 3.285 0.224 -1.095
C 4.372 -0.587 -1.014
C 4.534 -1.714 -1.865
C 3.539 -1.877 -2.821
C 2.397 -1.077 -2.723
N 2.220 -0.118 -1.882
H 3.942 3.052 0.780
H 5.063 1.689 0.547
H 4.636 2.804 -0.835
H 1.123 5.646 0.049
H -0.287 5.585 -1.020
H 5.138 -0.387 -0.247
H 5.466 -2.317 -1.814
H 3.672 -2.559 -3.642
H 1.509 -1.431 -3.342
C -1.827 -1.035 2.120
N -1.078 -0.359 1.026
P -1.550 1.084 0.167
C -3.112 0.761 -0.692
C -3.742 -0.471 -0.526
C -4.988 -0.751 -1.145
C -5.600 0.220 -1.894
C -4.975 1.442 -2.086
C -3.741 1.735 -1.478
C -1.706 2.415 1.324
C -2.847 3.180 1.409
C -2.828 4.309 2.206
C -1.727 4.614 2.945
C -0.568 3.813 2.935
C -0.532 2.758 2.037
P -0.071 -1.167 -0.016
C -0.766 -2.815 -0.621
C -0.806 -3.866 0.301
C -1.217 -5.150 -0.149
C -1.656 -5.297 -1.426
C -1.652 -4.200 -2.297
C -1.147 -2.980 -1.951
C 1.489 -1.581 0.917
C 1.958 -0.751 1.936
C 3.071 -1.215 2.678
C 3.602 -2.474 2.364
C 3.287 -3.136 1.174
C 2.210 -2.688 0.461
H -2.784 -0.625 2.265
H -1.303 -1.018 3.084
H -1.929 -2.118 1.817
H -3.429 -1.372 0.010
H -5.485 -1.694 -0.910
H -6.536 0.094 -2.431
H -5.449 2.215 -2.691
H -3.231 2.640 -1.756
H -3.718 2.924 0.832
H -3.688 4.969 2.132
H -1.729 5.493 3.596
H 0.374 4.113 3.488
H 0.287 2.083 1.900
H -0.409 -3.638 1.283
H -1.125 -5.975 0.545
H -1.960 -6.266 -1.824
H -1.897 -4.389 -3.386
H -1.204 -2.083 -2.603
H 1.388 0.101 2.349
H 3.370 -0.843 3.636
H 4.359 -2.817 3.055
H 3.816 -3.965 0.762
H 1.946 -3.283 -0.352
*
```

Calculated values
**Lowest unoccupied orbital energy (alpha / beta)**: -0.2429 / -0.2417 Eh
**Energy relative to the best compared isomer or geometry (same formula, charge and spin)**: 33.1 kJ/mol

Mulliken atomic charge list, values in e, 2 entries: 0.019 -1.595

- Which of these has the lowest energy relative to the best compared isomer or geometry (same formula, charge and spin)?
  C33H32N5P2STi

- energy relative to the best compared isomer or geometry (same formula, charge and spin) of number 2 (C28H25IrN2O2Si)?
  41.0 kJ/mol